33
Properties=species:S:1:pos:R:3:forces:R:3 method="wB97M-V/def2-TZVPD" energy_ha=-523.6624 orbital_gap_ev=9.02 lumo_ev=-4.466 e_above_lowest_kj_mol=215.3 total_charge=+1
C 0.2224 2.8984 -2.3933 -0.78 0.71 1.33
C 1.1839 1.8924 -2.4402 0.27 3.09 -2.51
C -0.5627 2.8811 -1.2780 -0.44 -1.04 1.64
C 1.2384 0.9214 -1.5263 1.05 -2.35 -1.45
C -0.3871 1.9139 -0.3029 -1.11 -1.10 1.07
C -1.4330 -1.3638 -0.8321 -0.30 -0.90 0.92
C 0.9711 -2.4378 -1.0900 0.14 0.08 0.78
C -0.3704 -2.4845 0.9939 0.45 -0.85 1.43
C 1.2813 -0.1481 1.3892 -2.69 -1.80 -4.19
C -0.8932 1.1202 3.0224 0.27 2.26 1.44
C -0.0169 -1.6172 -0.2327 -2.50 -1.95 0.03
C 0.4910 -0.3425 0.2684 3.18 0.80 4.66
N 0.3489 0.8265 -0.5072 1.90 1.52 -2.23
H 0.0663 3.8059 -2.9693 0.57 -0.65 -0.92
H 1.8782 2.0683 -3.2672 0.22 -1.05 0.47
H -1.4026 3.4725 -1.0208 -0.28 1.36 -0.31
H 1.9898 0.1345 -1.8006 -1.05 0.39 1.28
H -0.8525 1.9107 0.6842 -0.38 0.19 -0.58
H -2.0566 -1.1118 0.0074 -0.25 0.64 0.64
H -1.5477 -0.5592 -1.5014 0.16 0.81 -1.29
H -2.0227 -2.2275 -1.1605 0.90 -0.19 -0.55
H 0.8376 -3.5361 -0.9120 0.39 1.07 0.02
H 0.8042 -2.2778 -2.1223 -0.16 0.22 -1.24
H 1.9783 -2.0513 -0.8584 -0.16 -0.83 -0.02
H -1.0101 -1.9599 1.7255 0.09 0.04 -0.50
H 0.5599 -2.7013 1.6053 -1.04 -0.44 -0.93
H -1.3172 1.0685 4.0327 -0.22 0.06 -0.36
H 1.6040 -0.9345 1.9784 0.24 -1.58 1.08
H -0.9540 -3.4158 0.6925 1.18 1.05 0.34
H 1.6644 0.7572 1.6508 0.85 2.61 0.40
H -0.1090 0.3955 2.9974 0.51 0.02 -0.04
H -0.5670 2.2190 2.8813 -0.11 -1.84 0.16
H -1.6168 0.8829 2.2859 -0.89 -0.36 -0.57